(a)
DFT (ωB97M-V/def2-TZVPD) results for a structure of composition C4H6N2O2.

Output
orbital gap	0.3282	Ha
lowest unoccupied orbital energy	0.61	eV

Structure (ORCA input):
```
! RIJCOSX wB97M-V def2-TZVPD def2/J DEFGRID3
* xyz 0 1
C -0.242 0.141 1.412
C 1.166 -0.239 0.890
C 0.917 -0.011 -1.271
C -0.174 -1.017 0.543
H -0.471 2.409 1.402
H -0.316 -0.119 2.480
H 1.910 -0.718 1.626
H 1.008 0.419 -2.363
H -1.852 -0.592 -2.142
H -1.053 -1.984 0.763
N 1.750 0.277 -0.396
N -0.271 -0.608 -0.781
O -0.967 1.374 0.967
O -1.480 -0.167 -1.339
*
```

Need the natural (NBO) charges? In units of e they are: 0.048, -0.075, 0.261, -0.106, 0.474, 0.189, 0.230, 0.208, 0.481, 0.204, -0.451, -0.179, -0.716, -0.566

---

(b)
DFT (ωB97M-V/def2-TZVPD) results for a structure of composition C4H6N2O2.

Output
orbital gap (spin up / spin down)	0.3273 / 0.3274	Ha
lowest unoccupied orbital energy (spin up / spin down)	0.27 / 0.27	eV

Structure (ORCA input):
```
! RIJCOSX wB97M-V def2-TZVPD def2/J DEFGRID3
* xyz 0 1
C -1.793 0.116 0.884
N -0.452 -0.383 0.664
N -0.349 -1.345 -0.409
C 0.299 0.963 -0.417
C 1.430 0.179 -0.151
C 0.729 -0.725 -1.046
O 2.737 0.439 -0.043
O -0.122 2.080 -0.556
H 2.858 1.386 0.145
H -0.123 -2.272 -0.042
H 1.193 -1.170 -1.921
H -1.743 0.917 1.623
H -2.403 -0.698 1.293
H -2.260 0.512 -0.024
*
```

Need the natural (NBO) charges? In units of e they are: -0.433, -0.336, -0.456, 0.525, 0.306, -0.087, -0.617, -0.584, 0.502, 0.361, 0.217, 0.213, 0.199, 0.190

---

(c)
DFT (ωB97M-V/def2-TZVPD) results for a cluster of 2 separate species, C4H6N2O2 in total.

Output
orbital gap	0.2898	Ha
lowest unoccupied orbital energy	-0.10	eV

Structure (ORCA input):
```
! RIJCOSX wB97M-V def2-TZVPD def2/J DEFGRID3
* xyz 0 1
C -0.026 0.380 0.027
C -1.165 -0.547 -0.075
C -0.519 -1.766 0.116
C 1.075 -0.211 0.187
H -0.192 2.387 -0.522
H -0.135 2.354 0.983
H -2.463 0.789 0.209
H -0.900 -2.703 0.469
H 1.572 -2.224 -0.862
H 2.347 1.222 -0.382
N -0.318 1.759 0.224
N 0.855 -1.505 0.270
O -2.460 -0.127 -0.332
O 2.328 0.191 -0.311
*
```

Need the natural (NBO) charges? In units of e they are: -0.057, 0.272, -0.190, 0.373, 0.364, 0.382, 0.496, 0.215, 0.369, 0.488, -0.889, -0.476, -0.663, -0.686

---

(d)
DFT (ωB97M-V/def2-TZVPD) results for a structure of composition C4H6N2O2.

Output
orbital gap	0.3224	Ha
lowest unoccupied orbital energy	0.61	eV

Structure (ORCA input):
```
! RIJCOSX wB97M-V def2-TZVPD def2/J DEFGRID3
* xyz 0 1
C -2.434 -0.165 0.008
C -0.052 -0.291 -0.165
C 0.349 0.976 -0.162
C 2.146 -0.388 -0.078
H -3.347 -0.716 -0.494
H -1.908 0.958 -0.494
H -2.778 0.226 1.193
H -0.357 1.836 0.193
H 2.404 1.711 -0.155
H 1.107 -2.093 0.377
N 1.777 0.888 -0.002
N 0.990 -1.099 -0.190
O -1.213 -1.042 -0.071
O 3.318 -0.800 0.040
*
```

Need the natural (NBO) charges? In units of e they are: -0.294, 0.427, -0.237, 0.728, 0.229, 0.195, 0.195, 0.237, 0.430, 0.448, -0.587, -0.599, -0.504, -0.667

---

Which of them is the most stable? Correct choice: (d).

---

(a)
DFT (ωB97M-V/def2-TZVPD) results for an isolated molecule of C4H6N2O2.

Output
orbital gap	0.4077	Ha
structure (SMILES)	O=CNC(=O)N1CC1
lowest unoccupied orbital energy	0.82	eV

Structure (ORCA input):
```
! RIJCOSX wB97M-V def2-TZVPD def2/J DEFGRID3
* xyz 0 1
O -3.459 -0.183 -0.154
C -2.218 -0.276 -0.227
N -1.471 0.799 0.273
C -0.144 0.976 -0.158
O 0.372 2.069 -0.104
N 0.554 -0.148 -0.588
C 1.062 -1.092 0.375
C 2.020 -0.022 -0.171
H -1.592 -1.088 -0.670
H -2.086 1.644 0.555
H 0.699 -1.036 1.425
H 1.182 -2.105 -0.129
H 2.389 0.820 0.510
H 2.692 -0.359 -0.935
*
```

Need the natural (NBO) charges? In units of e they are: -0.571, 0.521, -0.664, 0.780, -0.585, -0.472, -0.254, -0.239, 0.157, 0.444, 0.217, 0.213, 0.242, 0.211

---

(b)
DFT (ωB97M-V/def2-TZVPD) results for an isolated molecule of C4H6N2O2.

Output
orbital gap	0.3570	Ha
structure (SMILES)	C1ON=C2NOC[C@@H]12
lowest unoccupied orbital energy	0.88	eV

Structure (ORCA input):
```
! RIJCOSX wB97M-V def2-TZVPD def2/J DEFGRID3
* xyz 0 1
C -0.331 -0.686 1.389
O 0.680 -1.734 1.338
N 1.421 -1.433 0.227
C 1.052 -0.315 -0.218
N 1.099 0.368 -1.525
O 0.135 1.382 -1.444
C -0.915 0.744 -0.665
C 0.044 0.469 0.598
H -1.270 -1.220 1.124
H -0.347 -0.433 2.443
H 0.939 -0.064 -2.365
H -1.231 -0.318 -0.925
H -1.766 1.597 -0.732
H 0.489 1.644 0.753
*
```

Need the natural (NBO) charges? In units of e they are: -0.143, -0.345, -0.138, 0.317, -0.334, -0.382, -0.085, -0.356, 0.204, 0.216, 0.373, 0.182, 0.221, 0.270

---

(c)
DFT (ωB97M-V/def2-TZVPD) results for an isolated molecule of C4H6N2O2.

Output
orbital gap	0.3291	Ha
structure (SMILES)	[H]/N=C1\[C@H](C(=O)O)N1C
lowest unoccupied orbital energy	0.61	eV

Structure (ORCA input):
```
! RIJCOSX wB97M-V def2-TZVPD def2/J DEFGRID3
* xyz 0 1
H 0.403 2.442 1.432
N 0.463 1.457 1.700
C -0.322 0.688 1.141
C 0.158 -0.679 0.692
C 1.254 -0.402 -0.394
O 1.092 0.145 -1.466
O 2.408 -1.017 -0.069
N -1.178 -0.480 0.467
C -1.780 -0.048 -0.771
H 0.471 -1.336 1.492
H 2.947 -1.003 -0.884
H -2.867 -0.152 -0.701
H -1.606 1.012 -0.999
H -1.445 -0.627 -1.639
*
```

Need the natural (NBO) charges? In units of e they are: 0.360, -0.655, 0.457, -0.273, 0.779, -0.608, -0.672, -0.306, -0.425, 0.219, 0.497, 0.204, 0.210, 0.215

---

Which of them is the most stable? Correct choice: (a).

---

(a)
DFT (ωB97M-V/def2-TZVPD) results for a structure of composition C4H6N2O2.

Output
orbital gap	0.3131	Ha
lowest unoccupied orbital energy	-0.81	eV

Structure (ORCA input):
```
! RIJCOSX wB97M-V def2-TZVPD def2/J DEFGRID3
* xyz 0 1
C -0.660 -0.021 -0.055
C 0.758 0.025 0.421
C 1.314 1.338 0.235
C 1.436 -1.166 -0.108
H -0.774 -1.968 0.032
H -2.093 -1.503 -0.963
H -2.065 0.969 1.148
H -1.148 2.161 -0.140
H 0.435 1.951 0.412
H 0.740 -1.903 -0.602
N -1.374 -1.243 -0.059
N -1.545 1.147 -0.088
O 2.363 1.660 -0.376
O 2.615 -1.448 0.144
*
```

Need the natural (NBO) charges? In units of e they are: 0.485, -0.372, 0.384, 0.387, 0.375, 0.414, 0.408, 0.410, 0.090, 0.083, -0.780, -0.852, -0.521, -0.512

---

(b)
DFT (ωB97M-V/def2-TZVPD) results for an isolated molecule of C4H6N2O2.

Output
orbital gap	0.3785	Ha
structure (SMILES)	[H]/N=C\OC(=C)C(N)=O
lowest unoccupied orbital energy	0.28	eV

Structure (ORCA input):
```
! RIJCOSX wB97M-V def2-TZVPD def2/J DEFGRID3
* xyz 0 1
H 1.673 -2.042 -2.319
N 1.989 -1.479 -1.533
C 1.158 -1.089 -0.710
O -0.154 -1.112 -0.641
C -0.764 -0.233 0.412
C -1.872 -0.633 0.997
C 0.182 0.896 0.745
N 0.250 1.846 -0.267
O 0.273 1.210 1.935
H 1.464 -0.132 0.054
H -2.284 -0.060 1.809
H -2.353 -1.558 0.709
H 0.358 2.803 0.034
H 0.080 1.582 -1.224
*
```

Need the natural (NBO) charges? In units of e they are: 0.360, -0.687, 0.465, -0.523, 0.218, -0.396, 0.554, -0.821, -0.563, 0.105, 0.237, 0.232, 0.416, 0.404

---

Which of them is the most stable? Correct choice: (b).

---

(a)
DFT (ωB97M-V/def2-TZVPD) results for an isolated molecule of C3H3NO3.

Output
orbital gap	0.3896	Ha
structure (SMILES)	[H]/N=C(/C=O)OC=O
lowest unoccupied orbital energy	-0.13	eV

Structure (ORCA input):
```
! RIJCOSX wB97M-V def2-TZVPD def2/J DEFGRID3
* xyz 0 1
H -0.900 0.633 -2.176
N -0.035 0.675 -1.663
C 0.008 0.232 -0.479
C 1.575 0.544 -0.151
O 2.351 0.492 0.750
O -1.135 -0.327 0.070
C -1.195 -0.921 1.305
O -2.161 -1.533 1.642
H 1.760 0.926 -1.165
H -0.270 -0.722 1.867
*
```

Need the natural (NBO) charges? In units of e they are: 0.371, -0.635, 0.407, 0.394, -0.474, -0.507, 0.652, -0.504, 0.172, 0.125

---

(b)
DFT (ωB97M-V/def2-TZVPD) results for a cluster of 2 separate species, C3H3NO3 in total.

Output
orbital gap (spin up / spin down)	0.3101 / 0.3101	Ha
structure (SMILES)	C=C=O.N#COO
lowest unoccupied orbital energy (spin up / spin down)	-0.81 / -0.81	eV

Structure (ORCA input):
```
! RIJCOSX wB97M-V def2-TZVPD def2/J DEFGRID3
* xyz 0 1
C 1.511 -0.620 0.015
C 1.361 0.633 -0.467
O 1.786 1.619 -0.943
H 1.200 -1.476 -0.555
H 1.966 -0.790 0.974
N -1.323 1.817 -0.905
C -0.867 0.937 -0.300
O -0.964 -0.235 0.402
O -2.243 -0.914 0.414
H -2.428 -0.971 1.365
*
```

Need the natural (NBO) charges? In units of e they are: -0.632, 0.619, -0.429, 0.256, 0.259, -0.300, 0.435, -0.282, -0.397, 0.471

---

(c)
DFT (ωB97M-V/def2-TZVPD) results for an isolated molecule of C3H3NO3.

Output
orbital gap	0.3238	Ha
structure (SMILES)	O=c1[nH]cc(O)o1
lowest unoccupied orbital energy	0.44	eV

Structure (ORCA input):
```
! RIJCOSX wB97M-V def2-TZVPD def2/J DEFGRID3
* xyz 0 1
O -2.408 -0.962 0.000
C -1.350 -0.405 -0.069
N -0.898 0.896 -0.060
C 0.515 1.057 -0.166
C 0.943 -0.259 -0.213
O 2.099 -0.827 0.016
O -0.173 -1.109 -0.200
H -1.726 1.443 0.053
H 1.146 1.991 0.346
H 1.852 -1.825 0.294
*
```

Need the natural (NBO) charges? In units of e they are: -0.599, 0.856, -0.634, -0.226, 0.556, -0.644, -0.506, 0.428, 0.254, 0.515

---

Which of them is the most stable? Correct choice: (c).